ORCA calculation (ωB97M-V with the def2-TZVPD basis set) on a single C5H10O molecule in a non-equilibrium geometry.

Cartesian coordinates (Å):
1 C 2.260 0.033 -0.426
2 C 1.098 -0.708 0.197
3 C -0.230 -0.410 -0.541
4 C -0.959 0.658 0.188
5 C -2.384 0.368 0.479
6 O -0.381 1.683 0.496
7 H 1.974 1.087 -0.467
8 H 3.180 -0.065 0.157
9 H 2.432 -0.337 -1.440
10 H 1.293 -1.789 0.282
11 H 0.976 -0.351 1.233
12 H -0.789 -1.315 -0.800
13 H -0.331 0.256 -1.442
14 H -2.311 -0.080 1.478
15 H -2.961 1.288 0.502
16 H -2.804 -0.382 -0.200

Cartesian forces (eV/Å) of the 3 atoms listed first:
0.14 0.11 -0.08
-0.03 0.09 -0.15
-0.06 0.17 -0.23

total energy: -7393.9824 eV
LUMO level: 1.01 eV
Kohn-Sham gap: 10.481 eV